1.
The following is a quantum chemistry calculation of C57H51N6O3P2RuS6 as an isolated structure in a non-equilibrium geometry, from OMol25.

Each line ends with the Mulliken spin population.
Positions of all 126 atoms, in Å:
Ru (-0.15, -0.22, 0.22)  0.933
C (3.13, -4.86, 6.28)  0.000
C (2.35, -3.82, 5.52)  0.002
C (1.91, -2.66, 6.14)  -0.002
C (1.14, -1.73, 5.47)  0.003
C (0.80, -1.96, 4.14)  -0.004
C (1.25, -3.10, 3.49)  0.005
C (2.03, -4.02, 4.18)  -0.002
S (-0.26, -0.82, 3.30)  0.011
O (-0.97, -0.14, 4.35)  0.005
O (-1.05, -1.58, 2.34)  0.053
N (0.62, 0.11, 2.34)  -0.031
C (1.60, 0.93, 2.93)  0.002
C (1.50, 1.46, 4.23)  -0.001
C (2.52, 2.26, 4.70)  0.001
C (3.62, 2.53, 3.89)  0.001
C (3.62, 1.97, 2.63)  0.000
N (2.65, 1.20, 2.16)  0.001
H (3.70, -4.42, 7.09)  0.000
H (3.81, -5.41, 5.63)  0.000
H (2.45, -5.59, 6.72)  0.000
H (2.18, -2.48, 7.18)  0.000
H (0.77, -0.85, 5.97)  0.000
H (1.00, -3.28, 2.46)  -0.001
H (2.37, -4.91, 3.66)  0.000
H (0.62, 1.28, 4.83)  0.000
H (2.45, 2.68, 5.70)  0.000
H (4.43, 3.16, 4.23)  0.000
H (4.45, 2.14, 1.95)  0.000
S (3.59, 0.41, -5.99)  0.007
C (2.78, 0.43, -4.57)  0.003
S (1.06, 0.65, -4.47)  -0.004
C (0.93, 0.46, -2.75)  0.001
C (2.10, 0.30, -2.05)  0.033
S (2.10, 0.31, -0.37)  0.028
S (3.55, 0.22, -3.03)  -0.001
S (-0.52, 0.46, -1.89)  0.074
O (-1.93, -2.45, -1.35)  0.004
C (-3.29, -2.28, -1.27)  0.016
C (-4.14, -3.25, -1.78)  0.004
C (-5.51, -3.07, -1.69)  -0.001
C (-6.01, -1.92, -1.10)  0.001
C (-5.15, -0.98, -0.56)  0.001
C (-3.76, -1.15, -0.62)  -0.016
P (-2.69, 0.14, 0.17)  -0.010
C (-3.53, 1.58, -0.63)  -0.004
C (-3.49, 1.67, -2.03)  -0.005
C (-4.07, 2.73, -2.69)  0.001
C (-4.72, 3.73, -1.98)  -0.001
C (-4.80, 3.63, -0.60)  0.000
C (-4.22, 2.57, 0.07)  -0.002
C (-3.36, 0.18, 1.87)  0.004
C (-3.03, 1.28, 2.66)  0.000
C (-3.52, 1.39, 3.95)  -0.001
C (-4.31, 0.38, 4.48)  0.001
C (-4.60, -0.74, 3.72)  0.000
C (-4.13, -0.84, 2.42)  0.004
C (-1.21, -2.58, -2.50)  -0.022
C (-1.72, -2.60, -3.78)  -0.006
C (-0.83, -2.70, -4.85)  -0.002
C (0.54, -2.77, -4.63)  0.003
C (1.03, -2.72, -3.33)  -0.004
C (0.17, -2.63, -2.25)  -0.021
P (0.54, -2.50, -0.47)  -0.028
C (2.30, -2.94, -0.22)  0.020
C (2.97, -2.36, 0.86)  0.001
C (4.29, -2.68, 1.13)  -0.003
C (4.97, -3.57, 0.32)  -0.001
C (4.31, -4.16, -0.76)  0.000
C (2.99, -3.86, -1.02)  -0.001
C (-0.24, -4.12, 0.02)  0.000
C (-1.01, -4.29, 1.17)  -0.011
C (-1.44, -5.56, 1.54)  -0.001
C (-1.12, -6.67, 0.77)  0.000
C (-0.41, -6.49, -0.41)  -0.001
C (0.01, -5.23, -0.78)  0.002
H (-3.72, -4.14, -2.23)  0.000
H (-6.18, -3.82, -2.09)  0.000
H (-7.08, -1.75, -1.05)  0.000
H (-5.55, -0.10, -0.08)  0.000
H (-3.01, 0.89, -2.61)  0.001
H (-4.02, 2.78, -3.77)  0.000
H (-5.16, 4.57, -2.49)  0.000
H (-5.33, 4.39, -0.03)  0.000
H (-4.31, 2.51, 1.14)  -0.001
H (-2.37, 2.05, 2.27)  0.003
H (-3.26, 2.25, 4.55)  0.000
H (-4.68, 0.46, 5.50)  0.000
H (-5.19, -1.54, 4.14)  0.000
H (-4.36, -1.72, 1.84)  0.001
H (-2.79, -2.53, -3.95)  0.000
H (-1.21, -2.72, -5.86)  0.000
H (1.22, -2.82, -5.46)  0.000
H (2.10, -2.72, -3.17)  0.000
H (2.46, -1.64, 1.48)  0.000
H (4.78, -2.21, 1.97)  0.000
H (6.01, -3.81, 0.51)  0.000
H (4.84, -4.86, -1.39)  0.000
H (2.49, -4.35, -1.84)  0.000
H (-1.28, -3.44, 1.77)  -0.004
H (-2.02, -5.68, 2.44)  0.000
H (-1.43, -7.66, 1.08)  0.000
H (-0.19, -7.34, -1.04)  0.000
H (0.54, -5.11, -1.73)  0.001
C (-0.89, 3.65, -0.19)  -0.004
N (-1.08, 5.10, -0.33)  0.000
C (-0.87, 5.70, 0.99)  0.000
N (0.45, 5.41, 1.53)  0.000
C (0.60, 3.95, 1.61)  0.006
N (0.44, 3.30, 0.31)  -0.047
C (1.43, 3.85, -0.61)  0.006
N (1.30, 5.30, -0.75)  0.000
C (-0.05, 5.59, -1.24)  0.000
C (1.45, 5.91, 0.57)  0.000
H (-1.04, 3.18, -1.17)  -0.006
H (-1.64, 3.27, 0.50)  0.003
H (-1.63, 5.32, 1.68)  0.000
H (-0.99, 6.79, 0.91)  0.000
H (-0.14, 3.55, 2.31)  0.000
H (1.60, 3.72, 2.00)  0.000
H (1.30, 3.37, -1.59)  0.004
H (2.43, 3.61, -0.24)  -0.003
H (-0.18, 5.11, -2.21)  0.000
H (-0.16, 6.67, -1.36)  0.000
H (1.32, 6.99, 0.48)  0.000
H (2.45, 5.70, 0.96)  0.000

Results
F_max   2.6 eV/Å
Relative energy (zero: lowest compared OMol25 entry of this formula, charge and spin)   0.0 kJ/mol
Spin multiplicity   2
HOMO-LUMO gap (spin up / spin down)   5.9 / 6.2 eV
Lowest unoccupied orbital energy (spin up / spin down)   -0.950 / -0.840 eV
E   -5923.684000 Eh
HOMO (spin up / spin down)   -6.865 / -7.035 eV
⟨S²⟩   0.76



2.
The following is a quantum chemistry calculation of C57H55N7OP2RuS as an isolated structure, from OMol25.

Each line ends with the Mulliken spin population.
Positions of all 124 atoms, in Å:
Ru (-0.23, 0.27, 0.31)  0.007
C (8.78, -1.07, 10.48)  0.000
O (9.07, -1.02, 9.08)  0.000
C (8.06, -0.89, 8.22)  0.001
C (8.42, -0.85, 6.87)  -0.001
C (7.45, -0.71, 5.90)  0.003
C (6.09, -0.61, 6.26)  -0.005
C (5.75, -0.65, 7.61)  0.000
C (6.72, -0.79, 8.59)  0.000
C (5.04, -0.46, 5.26)  0.005
N (3.74, -0.41, 5.51)  0.001
C (3.15, -0.27, 4.29)  -0.007
C (4.09, -0.23, 3.27)  0.004
N (5.30, -0.36, 3.91)  0.000
C (3.74, -0.08, 1.91)  0.000
C (4.61, -0.01, 0.80)  -0.002
C (4.10, 0.16, -0.46)  0.001
C (2.72, 0.25, -0.64)  0.000
N (1.88, 0.17, 0.38)  -0.003
C (2.36, 0.01, 1.63)  0.000
C (1.38, -0.02, 2.67)  -0.009
N (0.07, 0.10, 2.30)  0.005
C (-0.86, 0.06, 3.24)  0.003
C (-0.56, -0.09, 4.60)  -0.003
C (0.75, -0.20, 4.99)  0.001
C (1.75, -0.16, 4.01)  0.001
H (9.73, -1.18, 10.98)  0.000
H (8.14, -1.93, 10.72)  0.000
H (8.29, -0.15, 10.81)  0.000
H (9.46, -0.93, 6.60)  0.000
H (7.77, -0.69, 4.87)  0.000
H (4.71, -0.57, 7.89)  0.000
H (6.42, -0.82, 9.63)  0.000
H (6.22, -0.37, 3.50)  0.000
H (5.68, -0.07, 0.95)  0.000
H (4.75, 0.23, -1.32)  0.000
H (2.29, 0.37, -1.62)  0.000
H (-1.88, 0.14, 2.91)  -0.001
H (-1.37, -0.11, 5.31)  0.000
H (1.03, -0.31, 6.03)  0.001
C (-1.83, 3.51, 0.07)  -0.032
N (-2.94, 2.78, -0.52)  0.356
C (-3.50, 1.79, 0.38)  -0.024
P (-2.57, 0.17, 0.19)  0.029
C (-3.17, -0.29, -1.46)  0.008
C (-2.29, -0.31, -2.54)  0.017
C (-2.75, -0.57, -3.83)  0.001
C (-4.10, -0.82, -4.04)  0.000
C (-4.98, -0.82, -2.96)  -0.001
C (-4.52, -0.55, -1.69)  0.003
C (-3.57, -0.88, 1.30)  0.007
C (-3.71, -2.23, 0.99)  0.003
C (-4.45, -3.06, 1.82)  0.001
C (-5.05, -2.56, 2.96)  0.001
C (-4.92, -1.21, 3.27)  0.001
C (-4.18, -0.37, 2.45)  -0.002
C (-3.44, 3.06, -1.76)  0.128
C (-2.65, 3.77, -2.71)  0.145
C (-3.15, 4.04, -3.96)  -0.029
C (-4.45, 3.65, -4.29)  0.216
C (-5.25, 2.97, -3.37)  -0.033
C (-4.76, 2.66, -2.13)  0.120
P (-0.20, 2.60, 0.33)  0.010
C (0.46, 3.58, 1.71)  0.008
C (1.62, 3.13, 2.34)  0.003
C (2.22, 3.85, 3.36)  0.001
C (1.66, 5.06, 3.76)  0.000
C (0.53, 5.55, 3.12)  0.001
C (-0.06, 4.82, 2.10)  0.002
C (0.75, 3.15, -1.12)  0.002
C (1.65, 4.21, -1.06)  0.000
C (2.36, 4.58, -2.20)  -0.001
C (2.18, 3.89, -3.39)  0.002
C (1.29, 2.83, -3.45)  -0.004
C (0.58, 2.46, -2.32)  0.015
H (-2.17, 3.83, 1.05)  -0.007
H (-1.63, 4.40, -0.52)  0.018
H (-4.55, 1.59, 0.18)  0.016
H (-3.40, 2.16, 1.40)  -0.004
H (-1.23, -0.18, -2.39)  -0.003
H (-2.06, -0.59, -4.66)  0.000
H (-4.46, -1.04, -5.03)  0.000
H (-6.03, -1.04, -3.12)  0.000
H (-5.22, -0.57, -0.85)  -0.001
H (-3.25, -2.64, 0.10)  0.000
H (-4.56, -4.11, 1.57)  0.000
H (-5.63, -3.21, 3.60)  0.000
H (-5.41, -0.81, 4.15)  0.000
H (-4.11, 0.67, 2.72)  0.000
H (-1.64, 4.05, -2.47)  0.028
H (-2.54, 4.56, -4.68)  0.001
H (-4.85, 3.89, -5.27)  0.001
H (-6.26, 2.70, -3.63)  0.002
H (-5.41, 2.17, -1.42)  -0.002
H (2.09, 2.22, 2.00)  0.001
H (3.12, 3.48, 3.83)  0.000
H (2.12, 5.63, 4.56)  0.000
H (0.11, 6.50, 3.41)  0.000
H (-0.92, 5.26, 1.61)  -0.001
H (1.80, 4.75, -0.13)  0.000
H (3.06, 5.41, -2.15)  0.000
H (2.74, 4.19, -4.27)  0.000
H (1.15, 2.29, -4.39)  0.000
H (-0.12, 1.64, -2.39)  -0.005
C (0.03, -5.54, 1.44)  0.000
N (0.39, -4.17, 1.04)  0.000
C (0.71, -3.29, 2.14)  -0.001
C (0.14, -3.68, -0.18)  0.000
S (-0.41, -2.07, -0.52)  -0.002
N (0.21, -4.51, -1.24)  0.000
C (-0.40, -4.20, -2.53)  0.000
C (1.16, -5.63, -1.29)  0.000
H (-0.56, -5.47, 2.36)  0.000
H (0.90, -6.15, 1.63)  0.000
H (-0.59, -6.00, 0.68)  0.000
H (1.36, -3.83, 2.84)  0.000
H (-0.18, -2.97, 2.68)  0.000
H (1.24, -2.44, 1.76)  0.001
H (-1.32, -3.64, -2.39)  0.000
H (-0.64, -5.14, -3.03)  0.000
H (0.28, -3.63, -3.16)  0.000
H (1.89, -5.54, -0.50)  0.000
H (1.68, -5.59, -2.25)  0.000
H (0.66, -6.60, -1.22)  0.000

Results
F_max   0.3 eV/Å
Relative energy (zero: lowest compared OMol25 entry of this formula, charge and spin)   10.8 kJ/mol
Spin multiplicity   2
HOMO-LUMO gap (spin up / spin down)   5.7 / 3.3 eV
Total charge   +3
Lowest unoccupied orbital energy (spin up / spin down)   -7.318 / -9.726 eV
E   -3838.685668 Eh
HOMO (spin up / spin down)   -13.028 / -13.028 eV
⟨S²⟩   0.78



> Look up the F_max of the first one.

2.6 eV/Å



> Number 1 is which compound?

C57H51N6O3P2RuS6



> Which value of ⟨S²⟩ does entry 2 give?

0.78



> Look up the ⟨S²⟩ of the first one.

0.76